--- a ---
DFT (ωB97M-V with the def2-TZVPD basis set) results for C37H42ClNO6P2S3SeSiTc as an isolated structure.

net charge	0
multiplicity	2
lowest unoccupied orbital energy (alpha / beta)	-2.3 / -1.7	eV
frontier orbital gap (alpha / beta)	5.44 / 6.05	eV

Atoms and positions in Å:
Tc 2.07 -0.65 0.17
C -5.23 3.97 -2.21
S -4.98 4.12 -0.42
C -4.36 2.45 -0.03
C -2.97 2.24 -0.60
C -2.50 0.79 -0.42
N -1.08 0.59 -0.68
P -0.02 0.47 0.65
C -0.20 2.12 1.44
C -1.27 2.40 2.28
C -1.46 3.69 2.75
C -0.58 4.70 2.39
C 0.49 4.42 1.55
C 0.68 3.13 1.07
C -0.83 -0.64 1.82
C -1.59 -1.73 1.39
C -1.94 -2.72 2.28
C -1.53 -2.65 3.60
C -0.77 -1.58 4.04
C -0.41 -0.58 3.15
P -0.21 0.87 -2.17
C -1.01 2.36 -2.89
C -1.85 2.36 -4.00
C -2.28 3.57 -4.53
C -1.88 4.77 -3.98
C -1.03 4.77 -2.88
C -0.59 3.57 -2.35
C -0.77 -0.41 -3.36
C 0.19 -0.66 -4.33
C -0.04 -1.57 -5.34
C -1.24 -2.26 -5.38
C -2.19 -2.04 -4.39
C -1.96 -1.12 -3.39
H -5.65 4.91 -2.54
H -5.94 3.16 -2.41
H -4.29 3.79 -2.71
H -5.07 1.72 -0.43
H -4.36 2.38 1.06
H -2.27 2.91 -0.11
H -2.98 2.47 -1.66
H -3.09 0.15 -1.08
H -2.70 0.48 0.61
H -1.95 1.62 2.58
H -2.29 3.90 3.40
H -0.73 5.70 2.76
H 1.17 5.20 1.26
H 1.51 2.90 0.42
H -1.85 -1.81 0.35
H -2.51 -3.57 1.94
H -1.78 -3.45 4.29
H -0.41 -1.55 5.06
H 0.23 0.23 3.47
H -2.17 1.43 -4.45
H -2.94 3.57 -5.39
H -2.22 5.70 -4.40
H -0.71 5.70 -2.45
H 0.09 3.56 -1.51
H 1.13 -0.13 -4.28
H 0.72 -1.76 -6.08
H -1.43 -2.98 -6.17
H -3.12 -2.59 -4.41
H -2.71 -0.97 -2.63
O 3.66 -2.74 1.80
S 2.26 -3.07 1.99
O 1.95 -3.43 3.35
O 1.39 -1.94 1.56
C 1.76 -4.48 1.00
C 1.52 -5.65 1.69
C 1.02 -6.76 1.03
C 0.75 -6.70 -0.33
C 0.99 -5.53 -1.02
C 1.49 -4.42 -0.35
S 1.71 -2.92 -1.37
O 2.86 -2.29 -0.57
O -0.07 -3.08 -1.88
O 0.39 -2.08 -0.96
H 1.72 -5.67 2.75
H 0.82 -7.67 1.58
H 0.33 -7.55 -0.83
H 0.77 -5.44 -2.07
C 5.82 1.68 3.41
Si 5.06 -0.05 3.02
C 4.14 -0.80 4.51
C 6.23 -1.14 1.98
Se 3.25 0.82 1.55
H 6.39 1.68 4.34
H 5.01 2.40 3.48
H 6.48 2.00 2.61
H 4.81 -1.12 5.30
H 3.56 -1.66 4.19
H 3.45 -0.06 4.92
H 6.96 -1.65 2.60
H 6.76 -0.56 1.22
H 5.63 -1.89 1.48
Cl 2.74 0.33 -1.73

***

--- b ---
DFT (ωB97M-V with the def2-TZVPD basis set) results for C37H42ClNO6P2S3SeSiTc as an isolated structure.

net charge	0
multiplicity	2
lowest unoccupied orbital energy (alpha / beta)	-2.5 / -1.4	eV
frontier orbital gap (alpha / beta)	5.40 / 6.46	eV

Atoms and positions in Å:
Tc 0.60 0.90 0.56
C 5.25 1.98 -2.37
S 5.19 0.78 -3.73
C 3.76 1.37 -4.72
C 2.51 0.53 -4.49
C 1.99 0.76 -3.08
N 0.90 -0.17 -2.73
P -0.77 0.46 -2.82
C -0.59 1.61 -4.24
C -0.26 2.93 -3.96
C -0.05 3.83 -4.98
C -0.19 3.43 -6.30
C -0.59 2.13 -6.58
C -0.79 1.22 -5.56
C -1.60 -0.95 -3.65
C -2.99 -0.82 -3.67
C -3.78 -1.86 -4.14
C -3.19 -3.03 -4.58
C -1.81 -3.16 -4.55
C -1.02 -2.12 -4.09
P 1.09 -0.74 -1.12
C 2.77 -1.47 -1.26
C 3.75 -1.24 -0.32
C 5.03 -1.73 -0.51
C 5.34 -2.46 -1.64
C 4.35 -2.72 -2.58
C 3.07 -2.23 -2.39
C -0.03 -2.17 -1.02
C 0.46 -3.48 -0.99
C -0.42 -4.54 -0.93
C -1.79 -4.33 -0.87
C -2.27 -3.03 -0.83
C -1.40 -1.96 -0.89
H 6.20 1.80 -1.87
H 4.44 1.84 -1.67
H 5.25 2.98 -2.79
H 4.07 1.31 -5.76
H 3.59 2.41 -4.46
H 2.75 -0.52 -4.62
H 1.75 0.80 -5.23
H 1.67 1.81 -2.97
H 2.81 0.59 -2.37
H -0.16 3.24 -2.93
H 0.23 4.85 -4.75
H -0.01 4.13 -7.11
H -0.73 1.82 -7.61
H -1.09 0.21 -5.79
H -3.43 0.09 -3.29
H -4.86 -1.76 -4.15
H -3.80 -3.85 -4.93
H -1.35 -4.08 -4.89
H 0.06 -2.23 -4.06
H 3.53 -0.65 0.56
H 5.79 -1.52 0.23
H 6.34 -2.83 -1.79
H 4.59 -3.30 -3.46
H 2.30 -2.43 -3.13
H 1.52 -3.66 -1.01
H -0.04 -5.55 -0.92
H -2.47 -5.16 -0.84
H -3.33 -2.84 -0.75
H -1.79 -0.96 -0.80
O -0.40 2.54 -0.77
S -1.71 2.07 -0.34
O -2.65 1.93 -1.42
O -1.50 0.80 0.40
C -2.57 3.17 0.78
C -3.57 3.98 0.26
C -4.42 4.67 1.11
C -4.28 4.54 2.49
C -3.26 3.75 3.00
C -2.41 3.07 2.14
S -1.02 2.22 2.86
O -0.76 2.91 4.10
O 0.06 2.44 1.87
O -1.32 0.82 3.02
H -3.69 4.03 -0.81
H -5.19 5.30 0.71
H -4.95 5.05 3.16
H -3.08 3.65 4.06
C 1.55 -2.60 4.77
Si 0.33 -1.15 4.40
C 0.68 0.39 5.46
C -1.43 -1.88 4.21
Se 1.21 -0.76 2.11
H 1.40 -3.03 5.75
H 2.58 -2.26 4.69
H 1.41 -3.39 4.03
H 0.52 0.21 6.52
H 0.03 1.21 5.16
H 1.71 0.72 5.32
H -1.88 -2.12 5.16
H -1.40 -2.79 3.60
H -2.04 -1.15 3.70
Cl 2.62 1.80 0.32

***

Consider the structures shown above. The most stable of them is b.